# 1
The following is a quantum chemistry calculation of 2 unconnected molecules or ions with the total composition C3H13N3 at a distorted geometry, from OMol25.

Geometry as XYZ:
```
19
Properties=species:S:1:pos:R:3:forces:R:3
C -3.0470 -0.2945 1.0789 1.36 0.14 0.71
C -3.7274 1.0374 0.9892 -0.10 3.75 -0.05
N -3.3562 2.0786 -0.2027 0.35 -2.61 0.67
H -2.1682 -0.3658 0.4033 -0.72 -0.19 0.26
H -2.6596 -0.4400 2.1056 0.01 0.14 -0.44
H -3.7510 -1.0892 0.9692 -0.27 -0.71 -0.68
H -4.8300 0.9562 1.0118 0.48 -0.08 -0.65
H -3.5866 1.6725 1.9174 0.37 -0.81 -0.98
H -2.3809 1.9145 -0.5925 -1.24 0.09 1.26
H -3.8958 1.7012 -0.9789 -0.26 0.30 -0.11
N 3.3826 -1.0810 0.6310 2.38 1.20 -1.16
C 3.3477 -0.2728 -0.7342 -1.69 -2.98 -0.09
N 3.3491 -1.3144 -1.8953 -2.37 -0.99 2.62
H 4.3642 -1.1138 1.1142 -2.05 0.18 -1.73
H 2.8829 -0.5186 1.2785 -0.82 0.47 0.76
H 2.3554 0.2913 -0.8194 1.59 -0.66 0.42
H 4.1973 0.3515 -0.9301 0.35 0.42 0.28
H 3.9699 -2.0209 -1.4889 0.52 0.20 -0.51
H 2.4334 -1.9417 -1.7252 2.09 2.15 -0.59
```
Forces are in eV/Å.

SMILES = CCN.NCN

Atom charges from the natural (NBO) analysis, given in e for atoms 1 to 5: atom 1 (C): -0.646, atom 2 (C): -0.231, atom 3 (N): -0.831, atom 4 (H): 0.214, atom 5 (H): 0.215

***

# 2
The following is a quantum chemistry calculation of 3 unconnected molecules or ions with the total composition C3H13N3O at a distorted geometry, from OMol25.

Geometry as XYZ:
```
20
Properties=species:S:1:pos:R:3:forces:R:3
C 1.1857 1.1133 -0.2692 -0.35 0.31 0.13
C 1.1036 2.3371 -1.1819 0.17 -0.15 -0.02
N 0.0830 1.0136 0.6841 -0.17 0.83 -0.66
H -0.8221 0.8736 0.2265 0.33 0.26 0.27
H 0.0725 1.7845 1.3472 -0.16 -0.08 -0.24
H 2.1218 1.1289 0.2972 0.01 -0.02 -0.06
H 1.1651 0.1996 -0.8595 0.07 -0.04 -0.05
H 1.1586 3.2670 -0.6101 -0.02 -0.05 -0.01
H 1.9252 2.3293 -1.9011 0.02 0.07 -0.02
H 0.1681 2.3345 -1.7450 0.00 0.00 0.04
C 0.0423 -1.1103 1.4900 -0.52 -2.15 -0.43
N -0.6457 -1.4441 -0.3563 -0.06 1.64 0.99
N -0.9447 -2.7687 -0.2666 -0.07 -0.08 0.60
O -1.9640 -0.6359 -0.3451 0.68 -0.57 0.23
H -2.1083 -0.4487 -1.2812 0.13 -0.09 0.00
H -1.5854 -3.0070 0.4960 0.05 0.13 -0.15
H -1.2749 -3.1708 -1.1401 0.16 0.28 0.09
H 0.5591 -0.4811 2.2077 -0.02 0.48 -0.77
H 0.6800 -1.9578 1.2784 -0.17 -0.44 0.18
H -0.9198 -1.3570 1.9290 -0.07 -0.32 -0.10
```
Forces are in eV/Å.

Atom charges from the natural (NBO) analysis, given in e for atoms 1 to 5: atom 1 (C): -0.226, atom 2 (C): -0.616, atom 3 (N): -0.812, atom 4 (H): 0.404, atom 5 (H): 0.359

***

# 3
The following is a quantum chemistry calculation of 2 unconnected molecules or ions with the total composition C3H13N3S, from OMol25.

Geometry as XYZ:
```
20
Properties=species:S:1:pos:R:3:forces:R:3
N -1.5412 0.9015 -1.2726 0.02 0.05 0.12
C -0.5972 1.6204 -0.4033 -0.09 0.29 -0.12
C 0.8197 1.1857 -0.7351 -0.14 -0.26 0.27
S 2.0606 2.0497 0.2824 0.00 -0.03 -0.19
H -2.4903 1.0448 -0.9516 -0.05 0.04 0.03
H -1.5044 1.2846 -2.2112 0.04 -0.11 0.00
H -0.8122 1.3837 0.6383 0.00 -0.08 -0.03
H -0.6781 2.7138 -0.5058 0.05 -0.13 0.03
H 0.9238 0.1157 -0.5501 -0.03 0.09 -0.05
H 1.0177 1.3502 -1.7905 0.18 0.14 -0.10
H 2.3559 0.9965 1.0498 0.00 0.04 0.09
N -1.1528 -3.5581 -0.0661 -0.02 -0.12 -0.11
C -0.3162 -2.5921 0.6110 -0.02 0.36 0.17
N -0.9391 -1.3388 1.0663 -0.38 -0.50 -0.10
H -1.8290 -3.9700 0.5625 -0.09 0.02 -0.02
H -1.6462 -3.1333 -0.8432 0.00 -0.06 0.05
H 0.1232 -3.0744 1.4826 0.08 -0.07 -0.02
H 0.4901 -2.3173 -0.0663 0.13 0.00 -0.01
H -1.3241 -0.8791 0.2447 0.08 0.16 -0.08
H -1.7576 -1.5960 1.6210 0.24 0.17 0.07
```
Forces are in eV/Å.

SMILES = NCCS.NCN

Atom charges from the natural (NBO) analysis, given in e for atoms 1 to 5: atom 1 (N): -0.854, atom 2 (C): -0.236, atom 3 (C): -0.517, atom 4 (S): -0.054, atom 5 (H): 0.362

***

# 4
The following is a quantum chemistry calculation of 2 unconnected molecules or ions with the total composition C3H13N4 at a distorted geometry, from OMol25.

Geometry as XYZ:
```
20
Properties=species:S:1:pos:R:3:forces:R:3
C 0.2873 1.6088 1.9894 5.97 -2.71 -0.56
C 1.5471 -0.5892 0.5535 3.31 1.29 -0.27
C 0.0395 1.3116 0.5379 -4.36 -0.93 -1.07
N -1.1121 1.9497 -0.0995 3.89 0.31 2.89
N -1.5112 -2.5486 -1.4386 1.47 0.97 -0.44
N 0.4796 0.1957 0.0137 0.04 -0.36 -1.35
N 0.1086 -0.1621 -1.3057 -0.18 4.48 0.32
H 1.3755 2.0290 2.1580 -2.09 -0.43 -0.48
H 0.3524 0.6726 2.6573 -0.58 1.23 -1.35
H -0.3895 2.2292 2.3545 -2.96 2.87 1.52
H 1.4948 -1.6253 0.3838 -0.99 -1.30 -0.51
H 2.5697 -0.3218 -0.0742 -2.31 -0.22 2.08
H 1.5631 -0.4737 1.6420 0.73 0.22 -0.46
H -0.9786 2.9653 -0.0808 -0.64 -0.46 0.10
H -1.4949 1.5893 -0.9372 0.24 -0.61 -1.02
H -1.3645 -2.2081 -2.3833 -0.27 -0.41 0.00
H -2.4014 -2.2455 -1.1403 -1.07 0.06 0.38
H 0.0785 -1.0968 -1.4789 -0.37 -3.52 0.47
H 0.7588 0.2523 -1.9516 0.36 0.40 -0.18
H -1.4026 -3.5325 -1.4001 -0.20 -0.89 -0.07
```
Forces are in eV/Å.

total charge = +1

Atom charges from the natural (NBO) analysis, given in e for atoms 1 to 5: atom 1 (C): -0.681, atom 2 (C): -0.434, atom 3 (C): 0.572, atom 4 (N): -0.764, atom 5 (N): -1.101

***

# 5
The following is a quantum chemistry calculation of 2 unconnected molecules or ions with the total composition C3H13N4 at a distorted geometry, from OMol25.

Geometry as XYZ:
```
20
Properties=species:S:1:pos:R:3:forces:R:3
C 0.9679 -1.5085 -0.1610 2.08 -0.71 -1.15
C -1.5383 0.5967 0.2831 1.87 -2.32 1.40
C 1.3158 -0.1761 0.4421 0.49 -0.94 -0.25
N 0.6197 -1.1925 -1.5706 -0.35 -2.10 -0.62
N -2.6496 1.4382 -0.1994 -1.48 1.25 1.25
N 2.0629 0.6345 -0.2691 0.14 0.92 1.14
N 1.1937 -0.0111 1.7484 -1.83 -0.15 0.94
H 0.2459 -2.1265 0.4225 0.42 0.79 -0.52
H 2.0386 -2.1095 -0.1344 -2.63 1.36 0.21
H -1.6762 -0.3929 -0.2167 0.00 0.53 0.64
H -1.4264 0.4047 1.4651 -1.29 0.84 -2.49
H -0.2640 -1.7113 -1.8240 1.54 0.86 0.12
H 2.2451 0.6455 -1.2431 -0.40 -0.90 -0.83
H -3.6741 1.2556 0.2476 2.49 0.75 -1.34
H -2.6873 1.2637 -1.2437 -0.10 0.77 1.65
H -2.2938 2.4338 0.0388 -1.55 -1.88 -0.99
H 2.2864 1.5195 0.1354 0.14 0.44 0.36
H 1.6066 0.8129 2.1548 -0.15 0.17 0.18
H 0.2356 -0.2649 2.1323 1.98 0.20 -0.49
H 1.3914 -1.5116 -2.2083 -1.36 0.13 0.80
```
Forces are in eV/Å.

total charge = +1

Atom charges from the natural (NBO) analysis, given in e for atoms 1 to 5: atom 1 (C): -0.306, atom 2 (C): -0.771, atom 3 (C): 0.611, atom 4 (N): -0.854, atom 5 (N): -0.725

***

# 6
The following is a quantum chemistry calculation of 3 unconnected molecules or ions with the total composition C3H13N4O at a distorted geometry, from OMol25.

Geometry as XYZ:
```
21
Properties=species:S:1:pos:R:3:forces:R:3
C 2.3217 1.1704 0.7654 -1.35 0.19 1.54
C 2.0835 -0.1681 0.0609 -2.15 1.50 1.26
C -1.1814 -1.7558 -0.4252 0.11 0.47 -1.22
N 3.1780 -0.5652 -0.4962 1.43 -4.40 -2.68
N -1.9006 -0.8626 0.2052 0.90 -1.31 -0.45
N -0.7892 -2.8942 0.0911 -1.73 1.28 1.16
N -2.3427 1.5903 -0.5141 0.36 0.83 -0.96
O 0.9776 -0.7401 -0.0622 1.69 1.08 0.23
H 1.2638 1.6485 0.8164 2.32 -0.11 -0.06
H 3.2041 1.7102 0.3815 -1.14 0.30 -0.87
H 2.7611 1.0838 1.7976 -1.18 -0.61 -0.45
H 3.1739 -1.5112 -0.9631 -0.11 1.53 0.67
H 4.0713 -0.3223 -0.1653 0.94 0.78 0.34
H -1.9562 0.1680 0.0173 -0.55 0.02 -0.72
H -1.9369 -1.0100 1.1699 -0.44 -0.39 1.88
H -0.9220 -2.9431 1.0672 -0.14 -0.48 1.20
H -0.1295 -3.5200 -0.2402 1.25 -0.92 -1.41
H -3.1168 1.4272 -1.2180 1.58 0.49 0.92
H -0.9342 -1.5868 -1.4646 -0.04 0.10 0.00
H -2.4953 2.4906 -0.0346 0.04 -0.69 -0.45
H -1.3740 1.6143 -0.9386 -1.79 0.36 0.05
```
Forces are in eV/Å.

total charge = +1

Atom charges from the natural (NBO) analysis, given in e for atoms 1 to 5: atom 1 (C): -0.739, atom 2 (C): 0.694, atom 3 (C): 0.454, atom 4 (N): -0.766, atom 5 (N): -0.728

***

Record-wise relative energy (zero: lowest compared OMol25 entry of this formula, charge and spin) values, in kcal/mol: 42.6, 148.4, 0.0, 75.0, 112.4, 14.8
Record-wise molecular weight values, in g/mol: 91.2, 107.2, 123.2, 105.2, 105.2, 121.2